CH5NO3 | ωB97M-V/def2-TZVPD

Energy in a.u.: -321.58924
LUMO energy in eV: 0.65
SMILES: NC(=O)O.O
Kohn-Sham gap in Ha: 0.3958
Energy above the lowest of the compared OMol25 structures with the same formula, charge and spin in kcal/mol: 21.55

The geometry in XYZ format:
```
10
Properties=species:S:1:pos:R:3:nbo_charge:R:1
N 0.72 -0.28 -0.04 -0.833
C 0.90 0.97 0.46 0.871
O 0.39 1.32 1.54 -0.661
O 1.71 1.84 -0.18 -0.703
H -0.02 -0.65 0.63 0.413
H 0.40 -0.35 -1.00 0.400
H 1.97 2.62 0.29 0.512
O -2.89 -3.00 -1.30 -0.971
H -2.76 -3.48 -2.16 0.486
H -3.67 -3.28 -0.77 0.486
```

=====

C19H23NO3S | ωB97M-V/def2-TZVPD

Energy in a.u.: -1416.47340
LUMO energy in eV: 0.75
SMILES: Cc1cccc(CSCc2ccc(C(=O)NC[C@H]3CCCO3)o2)c1
Kohn-Sham gap in Ha: 0.3303
Energy above the lowest of the compared OMol25 structures with the same formula, charge and spin in kcal/mol: 16.32

The geometry in XYZ format:
```
47
Properties=species:S:1:pos:R:3:nbo_charge:R:1
C -0.35 -2.17 -1.80 -0.650
C 0.71 -2.02 -0.75 -0.013
C 0.48 -2.39 0.56 -0.233
C 1.46 -2.23 1.53 -0.184
C 2.69 -1.70 1.18 -0.230
C 2.95 -1.34 -0.14 -0.039
C 4.28 -0.78 -0.52 -0.535
S 4.59 0.85 0.25 0.204
C 3.28 1.84 -0.55 -0.580
C 1.94 1.60 0.05 0.304
C 1.53 1.49 1.35 -0.317
C 0.13 1.35 1.31 -0.258
C -0.23 1.38 -0.01 0.150
C -1.54 1.28 -0.68 0.632
O -1.69 0.83 -1.80 -0.633
N -2.56 1.78 0.07 -0.586
C -3.94 1.59 -0.32 -0.265
C -4.64 0.53 0.58 0.086
C -5.21 -0.62 -0.24 -0.421
C -3.96 -1.48 -0.44 -0.452
C -3.21 -1.26 0.88 -0.076
O -3.72 -0.07 1.47 -0.538
O 0.88 1.52 -0.78 -0.379
C 1.95 -1.49 -1.09 -0.169
H -0.77 -1.20 -2.04 0.261
H -1.15 -2.82 -1.46 0.207
H 0.07 -2.59 -2.72 0.215
H -0.47 -2.82 0.84 0.206
H 1.27 -2.51 2.55 0.210
H 3.47 -1.57 1.92 0.213
H 4.38 -0.66 -1.60 0.220
H 5.09 -1.40 -0.15 0.238
H 3.58 2.87 -0.40 0.247
H 3.26 1.61 -1.61 0.238
H 2.16 1.51 2.22 0.238
H -0.52 1.21 2.15 0.228
H -2.39 2.00 1.03 0.404
H -4.46 2.55 -0.25 0.200
H -3.92 1.27 -1.36 0.233
H -5.40 1.02 1.20 0.189
H -5.96 -1.16 0.34 0.209
H -5.66 -0.30 -1.18 0.217
H -3.37 -1.11 -1.27 0.229
H -4.19 -2.53 -0.61 0.220
H -3.38 -2.08 1.59 0.177
H -2.13 -1.15 0.72 0.184
H 2.13 -1.20 -2.11 0.199
```

=====

C5H19N2OSr | ωB97M-V/def2-TZVPD

Energy in a.u.: -417.31230
LUMO energy in eV: 2.74
Kohn-Sham gap in Ha: 0.1822
Energy above the lowest of the compared OMol25 structures with the same formula, charge and spin in kcal/mol: 0.00
Net charge: -1

The geometry in XYZ format:
```
28
Properties=species:S:1:pos:R:3:nbo_charge:R:1
C 0.37 -3.35 -0.67 -1.421
Sr -1.39 -1.42 -0.62 1.728
N -1.38 0.83 -1.91 -1.119
N -0.39 -1.92 -3.18 -1.087
H -0.41 1.12 -2.04 0.378
H -3.83 -0.65 -0.91 -0.858
H 0.26 -3.08 0.38 0.156
H 1.31 -3.27 -1.24 0.190
H -0.39 -4.11 -1.01 0.148
H 0.44 -1.41 -3.54 0.368
H -1.21 -1.51 -3.63 0.352
H -0.30 -2.88 -3.56 0.376
H -1.88 0.94 -2.79 0.362
H -1.79 1.49 -1.25 0.391
C 1.11 2.39 0.90 -0.630
C 0.65 1.04 1.52 0.260
C 1.80 0.56 2.44 -0.631
C -0.57 1.36 2.42 -0.630
O 0.32 0.13 0.55 -1.034
H 1.40 3.16 1.64 0.180
H 0.30 2.81 0.29 0.185
H 1.96 2.21 0.24 0.197
H 2.09 1.28 3.23 0.176
H 1.51 -0.37 2.94 0.200
H 2.69 0.35 1.84 0.200
H -1.40 1.73 1.82 0.194
H -0.92 0.44 2.92 0.195
H -0.36 2.10 3.21 0.178
```

=====

C3H8N2OS | ωB97M-V/def2-TZVPD

Energy in a.u.: -701.86830
LUMO energy in eV: 0.44
SMILES: N/N=C\[C@H](O)CS
Kohn-Sham gap in Ha: 0.3403
Energy above the lowest of the compared OMol25 structures with the same formula, charge and spin in kcal/mol: 131.28

The geometry in XYZ format:
```
15
Properties=species:S:1:pos:R:3:nbo_charge:R:1
N 1.78 0.81 -1.36 -0.678
N 1.58 -0.48 -0.74 -0.275
C 0.71 -0.74 0.07 0.088
C -0.47 -0.04 0.79 0.024
O -0.33 -0.43 2.10 -0.709
C -1.85 -0.40 0.12 -0.515
S -1.92 0.25 -1.59 -0.058
H 2.72 0.63 -1.87 0.379
H 1.90 1.59 -0.55 0.354
H 0.95 -1.70 0.85 0.144
H -0.08 1.06 0.83 0.169
H 0.70 -0.55 2.33 0.479
H -2.71 -0.12 0.60 0.221
H -1.91 -1.51 -0.31 0.239
H -1.08 1.61 -1.27 0.138
```